No. 1
{"formula": "C2H3NOS", "method": "the ωB97M-V functional and the def2-TZVPD basis", "orbital_gap_ev": [7.73, 7.73], "e_lumo_ev": [-0.7, -0.7], "elements": ["C", "C", "N", "O", "S", "H", "H", "H"], "xyz": [[0.39322, 2.01692, -0.37499], [-0.25477, -1.08992, 0.31826], [-0.49585, -0.40365, -0.98464], [0.76539, 2.62357, 0.56141], [0.33080, 0.77913, -1.41067], [0.47336, -1.92781, 0.07014], [0.01240, -0.42521, 1.16450], [-1.22454, -1.57301, 0.65598]], "nbo_charge": [0.31, -0.45, -0.84, -0.41, 0.80, 0.21, 0.18, 0.21]}


No. 2
{"formula": "C19H27NO15", "method": "the ωB97M-V functional and the def2-TZVPD basis", "orbital_gap_ev": 10.72, "e_lumo_ev": 0.3, "elements": ["C", "C", "C", "C", "N", "H", "H", "H", "H", "H", "H", "H", "C", "C", "O", "C", "O", "O", "H", "H", "H", "H", "C", "C", "O", "C", "O", "O", "H", "H", "H", "H", "C", "C", "O", "C", "O", "O", "H", "H", "H", "H", "C", "C", "O", "C", "O", "O", "H", "H", "H", "H", "C", "C", "O", "C", "O", "O", "H", "H", "H", "H"], "xyz": [[3.03217, -1.88832, -2.26296], [3.93951, -1.71737, -1.11174], [5.06129, -0.62143, -1.24025], [4.50670, 0.72220, -1.37588], [4.15046, 1.82971, -1.47225], [2.23511, -2.54994, -1.92880], [3.45141, -2.31424, -3.17143], [2.59945, -0.89639, -2.53163], [4.46024, -2.67588, -0.88540], [3.43232, -1.40799, -0.19005], [5.78517, -0.71943, -2.06496], [5.67175, -0.60534, -0.33118], [-4.13909, -3.08781, -0.25355], [-3.04111, -3.34244, 0.76261], [-3.66098, -4.19934, 1.74137], [-4.76686, -4.74340, 1.27505], [-5.45839, -5.57379, 1.76723], [-5.06452, -4.19116, 0.02970], [-3.83937, -3.16977, -1.28899], [-4.64094, -2.13177, -0.05271], [-2.64566, -2.43688, 1.25930], [-2.22298, -3.94508, 0.35347], [2.75683, 4.70684, -2.15168], [1.61958, 4.05965, -2.90397], [0.67723, 3.68106, -1.89537], [1.06080, 4.23207, -0.70676], [0.45242, 4.14222, 0.30426], [2.19714, 4.93081, -0.89742], [3.01834, 5.64024, -2.65779], [3.65475, 4.09476, -2.10907], [1.83225, 3.17955, -3.54352], [1.17629, 4.84789, -3.54129], [-0.73613, -2.51580, 2.95682], [0.57432, -2.27735, 3.63927], [0.55874, -0.88340, 3.93216], [-0.23756, -0.26374, 2.99268], [-0.26868, 0.94207, 2.79777], [-0.94710, -1.16777, 2.34516], [-1.56924, -2.65378, 3.64692], [-0.78563, -3.18661, 2.11933], [1.40251, -2.42334, 2.94543], [0.74514, -2.88025, 4.54428], [0.10739, 0.70611, -1.60995], [0.89395, 0.81075, -0.33689], [1.06319, -0.61980, 0.06275], [0.13807, -1.32466, -0.55346], [-0.08230, -2.46555, -0.33730], [-0.51168, -0.60021, -1.52564], [0.68589, 0.74015, -2.51647], [-0.65536, 1.44306, -1.71551], [0.39583, 1.41733, 0.41854], [1.85903, 1.23941, -0.56053], [-2.58890, 2.47524, 0.09051], [-2.78056, 3.02446, 1.48738], [-3.69310, 2.05239, 2.15103], [-3.69657, 0.94233, 1.39724], [-4.22932, -0.09211, 1.68914], [-3.07456, 1.09903, 0.21570], [-1.53784, 2.53039, -0.21897], [-3.13611, 3.03720, -0.65214], [-3.32135, 4.01663, 1.58117], [-1.86337, 3.02860, 2.08925]], "nbo_charge": [-0.62, -0.38, -0.52, 0.34, -0.41, 0.24, 0.22, 0.20, 0.21, 0.22, 0.25, 0.26, -0.11, -0.10, -0.50, 0.98, -0.58, -0.51, 0.20, 0.21, 0.22, 0.19, -0.10, -0.10, -0.52, 0.98, -0.58, -0.48, 0.19, 0.22, 0.21, 0.18, -0.10, -0.11, -0.49, 0.99, -0.62, -0.50, 0.21, 0.23, 0.19, 0.21, -0.10, -0.12, -0.50, 0.99, -0.62, -0.49, 0.18, 0.21, 0.23, 0.22, -0.10, -0.11, -0.48, 0.98, -0.61, -0.49, 0.20, 0.19, 0.21, 0.23]}


No. 3
{"formula": "C4H12", "method": "the ωB97M-V functional and the def2-TZVPD basis", "s_squared": 0.75, "orbital_gap_ev": [10.71, 2.99], "spin_multiplicity": 2, "e_lumo_ev": [-3.7, -11.4], "total_charge": 1, "elements": ["C", "C", "H", "H", "H", "H", "H", "H", "C", "C", "H", "H", "H", "H", "H", "H"], "xyz": [[0.59910, 1.44320, -0.85603], [1.20520, 2.24391, -1.99691], [1.17111, 1.53355, 0.06191], [-0.41041, 1.86675, -0.69847], [0.38697, 0.43259, -1.20937], [1.16526, 1.68085, -2.93063], [2.23601, 2.60266, -1.91994], [0.65982, 3.18912, -2.16560], [-1.15128, -1.63130, 2.12419], [-0.62465, -2.11051, 0.74919], [-0.61440, -0.83676, 2.63904], [-2.04171, -1.03696, 1.66311], [-1.64502, -2.33102, 2.79259], [-0.90540, -1.41506, -0.04020], [0.46889, -2.03706, 0.93906], [-0.87456, -3.16507, 0.67724]], "lowdin_spin": [0.00, 0.00, 0.00, 0.00, 0.00, 0.00, 0.00, 0.00, 0.36, 0.28, 0.02, 0.19, 0.01, 0.03, 0.11, 0.01]}


No. 4
{"formula": "C4H6O2", "method": "the ωB97M-V functional and the def2-TZVPD basis", "orbital_gap_ev": 9.90, "e_lumo_ev": 0.9, "elements": ["C", "C", "C", "C", "H", "H", "H", "H", "H", "H", "O", "O"], "xyz": [[1.06965, -1.01491, 0.08472], [-1.33565, -0.29163, -0.03436], [-0.73253, 0.96460, 0.01545], [0.60658, 1.10536, -0.04033], [1.60914, -1.77934, -0.31619], [1.49626, -0.92659, 1.27002], [-1.90064, -0.57747, 0.86051], [-1.99080, -0.28596, -0.96646], [-1.17868, 1.94891, -0.08592], [0.97215, 2.03018, -0.27492], [-0.27969, -1.42622, -0.26517], [1.66422, 0.25308, -0.24736]], "nbo_charge": [0.21, -0.10, -0.37, 0.14, 0.17, 0.13, 0.20, 0.21, 0.24, 0.18, -0.53, -0.48]}


No. 5
{"formula": "C5H14NS3", "method": "the ωB97M-V functional and the def2-TZVPD basis", "orbital_gap_ev": 8.42, "e_lumo_ev": -4.2, "total_charge": 1, "elements": ["C", "C", "C", "C", "C", "N", "S", "S", "S", "H", "H", "H", "H", "H", "H", "H", "H", "H", "H", "H", "H", "H", "H"], "xyz": [[-0.78173, 2.68545, 0.10185], [2.87705, -0.43372, -0.62558], [-2.52917, -0.32329, -0.34655], [0.53008, -2.72798, 0.19456], [-0.45654, 1.65608, 1.05720], [0.24112, 0.03659, -0.10238], [1.59413, 0.76454, -0.94335], [-1.01848, -0.23592, -1.35888], [0.46322, -1.18176, 1.12591], [-1.70911, 3.17632, 0.60380], [-0.02866, 3.35168, -0.11641], [-1.28033, 2.25753, -0.72486], [2.61151, -1.40878, -1.07536], [3.11399, -0.57715, 0.43417], [3.81839, 0.09631, -1.15858], [-3.00196, -1.13175, -0.77427], [-2.91486, 0.68529, -0.61914], [-2.44818, -0.44722, 0.67880], [-0.45560, -3.07992, -0.09190], [0.87606, -3.45121, 0.99516], [1.23463, -2.51521, -0.53479], [-1.27353, 1.10984, 1.68014], [0.53797, 1.69429, 1.60044]], "nbo_charge": [-0.73, -0.79, -0.76, -0.74, 0.00, -0.84, 0.47, 0.45, 0.46, 0.29, 0.26, 0.27, 0.22, 0.25, 0.28, 0.25, 0.23, 0.24, 0.24, 0.27, 0.22, 0.23, 0.24]}


No. 6
{"formula": "C13H29N7O2PtSe", "method": "the ωB97M-V functional and the def2-TZVPD basis", "orbital_gap_ev": 7.94, "e_lumo_ev": -5.5, "total_charge": 2, "elements": ["Pt", "C", "O", "C", "C", "O", "C", "H", "H", "H", "H", "H", "H", "H", "H", "H", "H", "C", "N", "C", "C", "N", "N", "C", "N", "N", "H", "H", "H", "H", "H", "H", "H", "H", "H", "H", "H", "C", "N", "C", "C", "N", "C", "C", "Se", "H", "H", "H", "H", "H", "H", "H", "H"], "xyz": [[0.05313, -0.44656, -0.06049], [-1.83301, -0.77363, 2.48047], [-0.96264, -1.45770, 1.56983], [-0.08687, -2.39853, 2.24965], [1.18230, -1.80085, 2.80396], [2.05654, -1.52292, 1.73678], [3.31820, -1.03850, 2.17715], [-2.44450, -1.50398, 3.00974], [-2.47538, -0.12803, 1.88764], [-1.26568, -0.17990, 3.19853], [0.17239, -3.16284, 1.51927], [-0.65842, -2.85758, 3.05720], [1.64184, -2.52765, 3.48444], [0.97036, -0.88611, 3.37467], [3.80750, -1.77052, 2.82461], [3.20804, -0.09588, 2.72149], [3.92648, -0.88058, 1.29062], [2.45154, 1.86048, -3.28044], [2.23047, 0.43216, -3.51453], [2.66335, -0.13521, -4.79436], [1.68863, -0.31853, -2.55289], [1.45794, 0.12061, -1.33892], [1.44685, -1.63911, -2.87575], [0.69417, -2.56850, -2.18535], [0.60351, -3.76905, -2.79185], [0.09822, -2.27359, -1.08295], [2.55204, 2.35690, -4.24007], [3.35702, 2.04014, -2.69754], [1.59521, 2.30299, -2.77213], [3.19385, 0.63080, -5.34877], [1.81164, -0.45866, -5.39589], [3.36387, -0.96155, -4.65371], [1.73794, 1.07827, -1.18578], [1.81130, -1.94587, -3.76125], [1.12975, -3.99512, -3.61740], [0.12322, -4.52813, -2.34158], [-0.44590, -3.03453, -0.69745], [-3.85116, 1.53657, -0.72530], [-3.41567, 2.06227, 0.56792], [-4.26394, 2.49436, 1.56259], [-3.49205, 2.90025, 2.59424], [-2.18147, 2.71196, 2.21589], [-1.02534, 3.03993, 3.04752], [-2.14270, 2.19450, 0.97658], [-0.60220, 1.88756, -0.06577], [-4.80478, 1.98883, -0.98194], [-3.96179, 0.45506, -0.67503], [-3.11531, 1.78984, -1.48124], [-5.33420, 2.48294, 1.45381], [-3.76063, 3.31090, 3.55171], [-1.26809, 3.90610, 3.65675], [-0.17962, 3.27377, 2.40912], [-0.77594, 2.20245, 3.69621]], "nbo_charge": [0.80, -0.24, -0.55, -0.09, -0.10, -0.56, -0.25, 0.21, 0.20, 0.19, 0.21, 0.21, 0.20, 0.18, 0.19, 0.18, 0.20, -0.42, -0.37, -0.44, 0.66, -0.75, -0.60, 0.65, -0.78, -0.80, 0.24, 0.22, 0.22, 0.25, 0.22, 0.21, 0.40, 0.43, 0.42, 0.42, 0.39, -0.41, -0.33, -0.04, -0.05, -0.32, -0.41, 0.25, -0.17, 0.24, 0.22, 0.25, 0.26, 0.26, 0.24, 0.25, 0.22]}


No. 7
{"formula": "C3H30NO12", "method": "the ωB97M-V functional and the def2-TZVPD basis", "orbital_gap_ev": 8.84, "e_lumo_ev": 2.5, "total_charge": -1, "elements": ["C", "C", "C", "O", "N", "H", "H", "H", "H", "H", "H", "H", "H", "H", "H", "O", "H", "H", "O", "H", "H", "O", "H", "H", "O", "H", "H", "O", "H", "H", "O", "H", "H", "O", "H", "H", "O", "H", "H", "O", "H", "H", "O", "H", "H", "O"], "xyz": [[-0.15503, 0.16515, 0.81803], [-0.55642, 1.63243, 0.94674], [-2.03208, 1.79058, 1.24381], [-2.91863, 0.95230, 0.56536], [1.08268, -0.08302, 0.10030], [-0.89251, -0.46801, 0.30195], [-0.14620, -0.21439, 1.87715], [0.03049, 2.08909, 1.75180], [-0.27501, 2.26669, 0.08146], [-2.37194, 2.84551, 1.19195], [-2.16693, 1.62087, 2.35308], [1.91941, 0.15669, 0.61295], [1.04852, 0.35710, -0.81569], [1.62720, -1.77241, 0.86640], [1.27822, -2.30099, 2.15883], [2.07879, -1.93781, 1.73747], [3.94132, 1.67217, 1.45646], [2.62899, 2.30887, 0.84706], [3.59587, 2.41460, 0.94907], [0.56356, 2.14809, -2.32166], [-0.77480, 1.27396, -2.33032], [0.11703, 1.39342, -2.74365], [3.55890, 1.69926, -0.68268], [3.47741, 0.57094, -1.77715], [3.51649, 1.53081, -1.64886], [-0.52998, -1.60749, -2.00021], [-0.64340, -0.46097, -3.06533], [-0.22737, -1.30912, -2.87484], [1.88888, -1.63773, -3.14004], [1.58514, -0.28359, -3.07221], [2.37827, -0.83076, -2.95847], [-1.37872, -4.08920, -0.13298], [-2.18706, -2.67187, -0.12170], [-2.07142, -3.57398, -0.52905], [-2.90245, -0.23711, 0.71816], [-3.75035, -1.69513, 0.22177], [-2.92885, -1.46343, 0.67210], [-2.47494, 0.94248, -0.86130], [-3.03272, 0.47580, -2.25570], [-2.39737, 1.11236, -1.89329], [-2.63564, -1.58604, 2.13890], [-2.43908, -0.79770, 3.53087], [-2.32143, -1.64594, 3.11442], [2.24308, -0.36528, 2.65603], [2.99145, 0.76957, 3.41724], [2.26750, 0.60357, 2.80055]], "nbo_charge": [-0.25, -0.46, -0.05, -0.84, -0.89, 0.21, 0.20, 0.21, 0.18, 0.16, 0.13, 0.36, 0.40, 0.51, 0.48, -0.99, 0.48, 0.49, -0.95, 0.48, 0.51, -1.02, 0.47, 0.49, -1.00, 0.49, 0.49, -0.98, 0.48, 0.50, -0.98, 0.46, 0.51, -1.02, 0.51, 0.47, -1.10, 0.50, 0.47, -1.03, 0.51, 0.45, -1.03, 0.51, 0.46, -0.99]}


Calculated total energy (computed, Ha): -606.06365 -1923.59081 -159.13980 -306.36960 -1447.82625 -3566.78448 -1090.00300
Energy above the lowest of the compared OMol25 structures with the same formula, charge and spin (computed, kcal per mole): 77.6 0.0 18.9 85.8 24.3 7.3 52.8